# C8H14N3OS2

C8H14N3OS2 as an isolated structure (the ωB97M-V functional and the def2-TZVPD basis, OMol25).

XYZ file:
```
28
Properties=species:S:1:pos:R:3:forces:R:3
S 2.827 2.481 1.794 -0.278 0.000 0.503
S 0.469 1.074 -1.637 -2.839 0.793 -1.800
O 1.878 0.838 -1.953 1.621 -0.758 -0.236
N 0.954 0.957 1.231 1.043 -0.666 0.228
N -1.797 -0.853 -0.308 -1.287 -2.150 0.910
N 1.313 2.982 2.132 -0.567 0.705 -0.127
C 3.345 0.020 0.853 -1.526 -2.283 2.117
C -0.684 -0.187 -2.423 -2.059 4.530 -1.085
C 2.294 0.982 1.274 2.606 0.748 0.393
C -2.246 -2.224 -0.079 -0.927 -0.200 2.174
C -1.995 -0.253 -1.525 -0.529 -0.055 -3.071
C 0.424 2.126 1.760 0.422 1.569 1.229
C 0.315 0.026 0.545 -2.906 -4.781 1.496
C -1.264 -0.076 0.721 1.562 -2.005 1.673
H -0.103 -1.006 -2.632 1.018 -2.488 -0.039
H -3.088 -2.357 0.818 1.878 0.621 -2.334
H -1.618 0.914 0.587 -0.751 1.204 0.625
H -1.570 -0.626 1.781 0.986 1.838 -2.365
H 0.769 -1.028 0.274 -0.283 2.653 0.526
H 3.314 0.005 -0.194 1.131 0.188 -1.751
H -2.835 -0.732 -2.133 1.306 0.151 0.713
H -0.596 2.360 2.050 -0.065 -0.732 -0.626
H -2.644 -2.674 -1.018 0.490 0.316 0.869
H 4.252 0.018 1.483 -0.009 1.123 -1.022
H -1.351 -2.730 0.308 -0.502 -0.743 -0.301
H -2.446 0.725 -1.366 0.475 0.747 -0.282
H -0.989 0.266 -3.457 0.591 -0.700 1.729
H 3.072 -1.026 1.114 -0.604 0.373 -0.145
```
Forces are in eV/Å.

**<S²>**: 2.018
**Total charge**: +1
**E_HOMO (spin up / spin down)**: -0.3872 / -0.4374 Ha
**Multiplicity**: 3
**Orbital gap (spin up / spin down)**: 6.587 / 5.934 eV